{
  "formula": "C6H19NO4",
  "method": "the ωB97M-V functional and the def2-TZVPD basis",
  "charge": -1,
  "e_above_lowest_ev": 2.201,
  "multiplicity": 2,
  "species": ["O", "O", "O", "O", "N", "C", "C", "C", "C", "C", "C", "H", "H", "H", "H", "H", "H", "H", "H", "H", "H", "H", "H", "H", "H", "H", "H", "H", "H", "H"],
  "xyz": [[1.4571, 1.5232, -2.3387], [-3.1310, 1.7479, -0.0013], [2.7513, 1.0146, 1.1887], [0.4342, 3.7547, -0.2986], [-0.6491, 0.3231, 1.7788], [-1.7784, -1.8961, -0.7558], [1.1687, -2.2805, -1.9016], [-0.5554, -2.2237, 1.3011], [-0.0659, -0.9659, 2.2286], [0.6528, -1.6054, -0.8352], [-0.6147, -1.9185, -0.1599], [1.1096, -1.0677, 2.0931], [-1.5157, -2.6676, 1.7331], [1.1167, -0.7392, -0.4860], [-2.5380, -2.3923, -0.1684], [0.2748, -3.0364, 1.4660], [1.4149, 2.3349, -1.8687], [2.6439, 0.7431, 0.3199], [-2.1694, -1.5057, -1.5312], [-0.4632, 3.3348, -0.5765], [2.1989, -2.1604, -2.3167], [-3.3931, 2.3272, -0.7230], [3.0470, 0.2270, 1.6669], [0.3705, 4.0067, 0.5990], [1.0708, 1.6219, -3.2565], [-0.2403, -1.3060, 3.2185], [-1.0480, 0.2875, 0.8632], [0.5578, -3.0912, -2.2874], [0.1593, 0.9874, 1.4404], [-2.9872, 0.8510, -0.3009]],
  "forces_ev_per_a": [[-0.09, -1.75, -2.02], [-0.01, 0.60, 1.22], [0.50, 0.54, 2.93], [-1.43, -1.32, -2.57], [3.10, 1.36, 0.31], [0.03, -3.12, 5.52], [-0.34, 0.34, 1.48], [1.37, -1.40, 2.11], [1.84, -1.40, -3.86], [0.34, -1.13, -2.02], [1.00, -0.02, -0.16], [-2.13, 0.84, 0.32], [1.07, 0.76, -0.91], [1.23, 1.22, 0.70], [-0.56, 0.31, 0.36], [-1.47, 1.25, -0.12], [-0.43, 1.53, 0.48], [-0.39, -0.70, -2.86], [-1.50, 2.56, -6.20], [1.80, 0.90, 0.85], [-1.20, 0.38, 0.35], [0.09, -0.30, -0.55], [-0.12, 0.25, -0.15], [-0.39, 0.27, 1.59], [0.50, 0.23, 1.78], [-0.56, 0.45, 1.12], [-1.03, -0.88, -0.51], [0.25, -0.14, -0.08], [-1.46, -1.38, 1.61], [-0.03, -0.25, -0.72]]
}